27
Properties=species:S:1:pos:R:3:forces:R:3:mulliken_charge:R:1 method="wB97M-V/def2-TZVPD" e_lumo_ha=-0.1164 homo_lumo_gap_ha=0.35622 total_charge=+1 e_homo_ev=-12.8594 relative_energy_kcal_mol=26.87 e_tot_ev=-21824.868
P -2.369 0.761 0.962 -1.25 0.45 -1.07 0.0326
O 1.506 -0.770 -2.202 0.16 2.37 2.95 -0.5762
N -0.194 -0.842 -0.186 -2.01 -2.01 -3.28 -0.4278
N 0.498 1.203 0.585 0.20 -0.05 2.12 -0.5270
C 1.037 -0.043 0.078 -0.98 -0.39 -0.97 0.5331
C -2.929 -0.723 1.928 -0.72 -0.66 -0.01 -0.8639
C 1.766 0.057 -1.288 0.55 -1.73 -3.13 0.6501
C 1.967 -0.715 1.078 0.55 2.60 -0.62 -1.4516
C 2.928 1.030 -1.488 0.08 0.48 1.96 -1.2503
C -1.881 0.037 -0.631 3.12 -0.88 3.26 0.2424
C -2.129 0.122 -1.880 -0.28 -1.14 -2.18 -0.4638
H -0.456 -1.634 0.430 0.51 1.05 0.25 0.2972
H 2.770 1.961 -0.895 -0.40 -0.20 -0.88 0.3058
H 0.263 1.031 1.616 0.23 0.47 -1.91 0.3022
H -3.918 -1.166 1.745 0.34 0.11 -0.72 0.3463
H -3.462 1.324 0.117 0.28 -0.62 1.37 0.0939
H -0.018 -1.404 -1.110 0.01 1.39 1.47 0.4077
H 2.320 -1.709 1.052 0.21 -1.15 -0.94 0.3372
H -3.037 -0.489 2.989 0.63 0.35 -0.04 0.3452
H 1.383 -0.607 1.957 0.21 0.18 1.49 0.4568
H 1.085 2.028 0.631 0.47 -0.28 -0.48 0.2706
H 3.167 1.235 -2.545 -0.14 -0.32 0.66 0.3576
H -3.148 0.360 -2.084 -0.67 0.73 -0.15 0.3039
H -2.160 -1.519 1.809 -0.51 0.51 0.19 0.2258
H 3.817 0.701 -0.875 -0.60 -0.39 -1.13 0.3512
H 2.808 0.028 0.972 -0.38 -1.08 1.23 0.3766
H -1.616 -0.259 -2.765 0.40 0.19 0.55 0.3245